12
Properties=species:S:1:pos:R:3:nbo_charge:R:1 method="wB97M-V/def2-TZVPD" multiplicity=1 de_lowest_kj_mol=415.59 smiles=C#CCC#CC charge=0 energy_ev=-6314.8929 homo_ev=-9.1 lumo_ev=0.99 orbital_gap_ev=10.13
C 1.87 1.03 0.15 -0.263
C 1.77 -0.13 -0.14 0.024
C 1.20 -1.46 -0.45 -0.531
C -0.24 -1.16 -0.29 -0.039
C -1.07 -0.33 -0.02 0.049
C -1.94 0.78 0.32 -0.690
H 1.89 2.06 0.42 0.236
H 1.45 -1.80 -1.46 0.250
H 1.55 -2.23 0.25 0.250
H -1.71 1.15 1.33 0.237
H -1.79 1.61 -0.38 0.237
H -2.99 0.48 0.29 0.240